1.
# C7H14O

2 unconnected molecules or ions with the total composition C7H14O in a non-equilibrium geometry (the ωB97M-V functional and the def2-TZVPD basis, the Open Molecules 2025 dataset).

Spin multiplicity: 1
Net charge: 0
Structure (SMILES): C=C(C)C(=C)CC.O

Last column: Löwdin charge in e.
Positions of all 22 atoms, in Å:
C -1.08729 -1.02649 -1.66684  0.044
C -0.13306 -1.69590 -1.00729  -0.357
C 0.57510 -2.86161 -1.66116  -0.045
C 0.27226 -1.22802 0.31882  -0.287
C 0.16249 -1.98122 1.41065  0.060
C 0.68689 0.28267 0.36398  -0.190
C 1.62679 0.64149 1.51207  -0.104
H -1.62414 -0.17201 -1.28030  0.060
H -1.33436 -1.22898 -2.70178  0.059
H 0.79301 -3.58227 -0.86813  0.073
H 0.03622 -3.27228 -2.50333  0.075
H 1.57578 -2.49752 -1.92401  0.087
H 0.20409 -1.52069 2.38794  0.053
H -0.11579 -3.02649 1.44019  0.065
H -0.25316 0.83316 0.41532  0.106
H 1.13433 0.44195 -0.61463  0.107
H 1.51098 1.70245 1.72670  0.070
H 2.65805 0.40814 1.26475  0.073
H 1.47913 0.10230 2.43965  0.051
O -2.36209 6.54555 0.27094  -0.078
H -3.00895 6.79044 -0.42821  0.051
H -2.79626 6.34534 1.10467  0.027

2.
# C32H35N4O4S2Sb2Zn

A molecular structure, C32H35N4O4S2Sb2Zn (the ωB97M-V functional and the def2-TZVPD basis, the Open Molecules 2025 dataset).

Spin multiplicity: 1
Net charge: +1

Last column: Löwdin charge in e.
Positions of all 80 atoms, in Å:
Zn -1.39986 -0.83260 -0.23227  0.196
C -4.28386 -4.15068 -1.16340  -0.314
Sb -2.48478 -3.09147 -1.51994  1.293
C -1.16883 -4.75987 -1.56958  -0.297
C -2.78709 -2.71173 -3.59263  -0.307
H -4.33116 -4.94346 -1.90828  0.020
H -5.14795 -3.49805 -1.27123  0.004
H -4.27710 -4.58287 -0.16523  0.012
H -1.04654 -5.08030 -2.60257  0.020
H -1.61091 -5.56659 -0.98789  0.014
H -0.19604 -4.50698 -1.15188  -0.003
H -2.61707 -3.63356 -4.14694  0.019
H -2.11349 -1.94004 -3.96252  -0.012
H -3.81729 -2.38993 -3.74134  0.010
S -1.44723 -0.65190 1.98452  0.106
Sb 0.69050 0.50137 1.88689  1.411
C 1.57752 -1.20956 0.95876  -0.261
C 2.27067 -2.17650 1.54722  -0.054
C 3.20495 -3.00417 0.76053  -0.023
C 3.46050 -2.77676 -0.52418  0.017
C 2.74413 -1.72669 -1.31489  -0.306
C 1.83130 -0.84545 -0.45659  -0.366
C 1.24489 0.47305 3.89482  -0.336
C 1.68863 1.64089 4.50607  -0.104
C 1.99887 1.62777 5.85958  -0.069
C 1.85952 0.45682 6.59011  -0.069
C 1.40301 -0.70445 5.97932  -0.070
C 1.08993 -0.70147 4.62782  -0.133
C -0.15520 2.43520 1.62107  -0.332
C 0.35013 3.40860 0.76557  -0.102
C -0.30217 4.63434 0.66123  -0.078
C -1.44113 4.89103 1.40954  -0.088
C -1.94018 3.92021 2.27025  -0.082
C -1.30311 2.69140 2.36950  -0.154
H 2.23484 -2.33503 2.61787  0.097
H 3.73763 -3.79396 1.27472  0.114
H 4.17420 -3.38601 -1.06209  0.122
H 3.14644 -0.48336 -3.03085  0.152
H 0.48942 0.27145 -1.63879  0.070
H 1.79414 2.55752 3.93775  0.107
H 2.34762 2.53176 6.34064  0.110
H 2.09977 0.45015 7.64514  0.110
H 1.28228 -1.61072 6.55797  0.109
H 0.69193 -1.59607 4.16451  0.086
H 1.23444 3.21174 0.18218  0.097
H 0.09074 5.39141 -0.00525  0.108
H -1.93521 5.85150 1.33359  0.105
H -2.81920 4.12092 2.86954  0.105
H -1.71059 1.93288 3.02639  0.066
C -5.46400 2.73516 -1.75453  0.003
N -4.15479 2.11845 -1.66079  -0.072
C -2.92883 2.71865 -2.16601  0.000
C -1.89835 1.67684 -1.77065  -0.432
O -0.71239 1.75683 -1.96552  0.082
N -2.55947 0.61256 -1.16313  0.076
C -3.85421 0.93772 -1.12069  -0.396
N -4.76416 0.12500 -0.56917  0.229
H -5.34420 3.81418 -1.68642  0.102
H -6.09326 2.42959 -0.92020  0.089
H -5.96121 2.49106 -2.69347  0.103
H -2.71344 3.67716 -1.69204  0.145
H -2.94423 2.84266 -3.25001  0.151
H -4.42692 -0.61315 0.02823  0.096
H -5.71654 0.41970 -0.44648  0.110
O 2.22156 1.28097 0.63247  -0.215
C 2.61233 0.44386 -0.32274  -0.291
N 0.53133 -0.67586 -1.23489  -0.133
S 0.52010 -1.71645 -2.66132  0.867
O 0.74334 -0.81333 -3.77207  -0.376
O 1.83229 -2.48430 -2.20938  -0.259
C 3.64801 -0.73581 -2.08629  -0.152
C 5.04076 -1.19263 -2.42520  -0.042
C 6.05807 -0.33661 -2.33836  -0.070
C 5.89195 1.03454 -1.82538  -0.067
C 4.75039 1.41824 -1.24241  -0.015
C 3.65433 0.46726 -1.16538  -0.090
H 5.19158 -2.18820 -2.82499  0.114
H 7.04720 -0.64846 -2.64884  0.104
H 6.73824 1.70688 -1.86702  0.101
H 4.65246 2.38774 -0.77207  0.116

Energy relative to the best compared isomer or geometry (same formula, charge and spin) values, unit kJ/mol, following the record order: 173.1 42.6.